w | An isolated molecule of C4H9N. Source: OMol25; level of theory: wB97M-V/def2-TZVPD.

```
! RIJCOSX wB97M-V def2-TZVPD def2/J DEFGRID3
* xyz 0 1
C 2.41113 -0.33615 0.32425
C 1.15352 -0.26742 -0.40878
C 0.05627 0.87174 -0.43271
C -1.15080 0.44834 0.49852
N -1.48955 -0.98119 -0.04419
H 2.80806 0.55260 0.41039
H 3.11247 -1.19064 0.36279
H 0.50280 -1.17287 -0.58249
H 0.35430 1.89664 -0.11782
H -0.38949 0.55812 -1.41319
H -2.08713 1.03257 0.42792
H -0.88870 0.26300 1.60344
H -2.45128 -1.00898 0.32097
H -1.94162 -0.66578 -0.94910
*
```

* M: 71.12 u
* LUMO level: 1.020 eV
* structure (SMILES): C=CCCN

x | An isolated molecule of C4H9N. Source: OMol25; level of theory: wB97M-V/def2-TZVPD.

```
! RIJCOSX wB97M-V def2-TZVPD def2/J DEFGRID3
* xyz 0 1
C 2.16386 -0.06533 0.15381
C 0.93020 -0.16628 -0.28226
C -0.34879 0.13837 0.46919
C -1.40311 -0.88627 0.08292
N -0.86555 1.43592 0.00320
H 3.03357 -0.32524 -0.43095
H 2.42620 0.43625 1.19298
H 0.77805 -0.43670 -1.35520
H -0.27373 0.22907 1.60957
H -1.56131 -0.86391 -1.02466
H -1.19329 -1.93572 0.23078
H -2.37096 -0.70947 0.53870
H 0.10685 1.90593 -0.30731
H -1.42200 1.24340 -0.88077
*
```

* M: 71.12 u
* LUMO level: 1.185 eV
* structure (SMILES): C=C[C@H](C)N

y | A cluster of 2 separate species, C4H9N in total. Source: OMol25; level of theory: wB97M-V/def2-TZVPD.

```
! RIJCOSX wB97M-V def2-TZVPD def2/J DEFGRID3
* xyz 0 1
C 0.97996 2.43779 1.68720
C 1.06088 1.42562 0.84992
C 1.32389 1.45830 -0.71649
H 0.41821 2.31014 2.64514
H 1.09419 3.57965 1.34986
H 1.16903 0.48489 1.35755
H 0.91637 0.46786 -1.13107
H 0.86676 2.29633 -1.15220
H 2.44226 1.54620 -0.84260
C -2.45575 -3.23384 -0.79494
N -1.31660 -3.75542 -0.33675
H -3.46318 -3.74433 -0.82222
H -2.39726 -2.17843 -1.30003
H -0.63877 -3.09476 -0.79337
*
```

* M: 71.12 u
* LUMO level: 0.767 eV
* structure (SMILES): C=CC.C=N

x has the most favorable energy; the next structure is 1.550 eV above.